Here is a 2-piece molecular cluster, C4H4FN overall in a non-equilibrium geometry from the Open Molecules 2025 dataset. Energies are from wB97M-V/def2-TZVPD.

- Total energy: -8416.619 eV
- SMILES: N#CCF.C#C
- Orbital gap: 11.16 eV
- Maximum force: 0.068 hartree/bohr
- Energy above the lowest of the compared OMol25 structures with the same formula, charge and spin: 3.177 eV

Last column: Mulliken charge in e.
Positions of all 10 atoms, in Å:
C1 2.001 1.886 1.307  -0.498
C2 2.929 1.455 0.697  -0.324
C3 -0.908 -0.459 -0.823  0.189
C4 -2.075 -1.322 -0.704  -0.065
N1 0.103 -0.061 -1.130  -0.267
F1 -1.794 -2.210 0.228  -0.240
H1 1.189 2.301 1.784  0.442
H2 3.830 1.023 0.528  0.380
H3 -2.295 -1.868 -1.575  0.208
H4 -2.980 -0.745 -0.310  0.173